Computed, not measured: a molecular structure, C47H51ClIN4O3Pb, with ωB97M-V/def2-TZVPD.

Output
total charge	-1
calculated total energy	-3217.17981	hartree
HOMO-LUMO gap	6.4	eV
HOMO level	-4.249	eV
LUMO level	0.081	hartree

Positions of all 108 atoms, in Å:
C  -1.53  1.47  4.23
C  -1.38  2.68  -3.48
H  -2.13  -4.15  -1.28
C  4.48  1.12  -1.93
C  -3.06  -0.04  0.11
H  -0.88  -0.83  -6.47
Pb  0.31  0.64  -0.66
C  -2.63  1.80  -3.54
H  -1.37  0.72  -5.79
N  -2.53  -2.27  -0.62
H  -1.07  2.80  -5.64
C  -4.44  -1.13  -1.60
C  1.77  2.38  2.37
C  0.50  0.68  -3.65
H  -1.50  -2.10  -4.41
C  -0.06  1.93  -3.20
H  -5.53  -2.27  -3.08
C  -1.25  3.47  -4.79
H  -1.91  3.96  1.66
H  1.59  -0.73  4.74
C  -1.65  3.69  -2.35
N  -1.97  -0.10  0.98
C  -3.34  -1.18  -0.72
H  0.27  0.52  -6.39
O  4.75  2.60  3.18
H  0.65  -2.29  -5.41
H  -2.63  1.11  -4.38
C  5.11  -2.76  0.83
H  4.11  0.38  -1.22
H  -2.75  1.22  -2.62
C  -3.88  -3.36  -2.28
C  2.83  -2.02  0.49
C  -1.20  0.53  3.24
H  0.99  0.99  6.42
Cl  -1.15  2.87  6.52
C  5.45  -1.50  1.29
C  0.14  4.18  2.22
H  0.90  3.60  -2.08
C  -2.80  -3.30  -1.37
H  3.53  1.76  4.56
H  -0.73  -1.72  -2.86
C  -2.14  0.42  2.15
C  3.52  2.30  -2.08
H  3.88  3.46  4.86
H  -3.60  1.97  0.54
C  -0.06  -0.47  -4.49
C  2.13  1.82  -2.46
C  0.62  2.90  1.75
N  0.73  4.89  3.14
H  4.48  3.51  -0.57
H  4.04  2.67  -4.16
H  1.44  -1.95  -3.87
H  4.63  0.62  -2.89
C  -4.95  1.11  -0.91
H  -5.54  2.01  -0.98
H  -2.43  2.07  4.11
C  -0.74  1.66  5.33
H  3.40  4.08  -3.32
H  -0.41  4.16  -4.73
H  -1.42  5.62  2.10
H  3.54  -3.99  0.05
C  1.85  4.39  3.71
C  -1.12  4.70  1.59
C  3.16  -0.75  0.98
C  4.04  3.20  -3.21
C  -4.69  -2.28  -2.39
H  -4.03  -4.26  -2.87
C  -0.02  -0.30  3.38
C  -5.25  0.02  -1.68
C  -0.55  0.02  -5.86
C  0.97  2.61  -2.50
H  2.51  -0.18  -3.32
C  4.49  -0.52  1.36
C  3.49  3.11  -0.78
H  -2.01  -0.68  -3.48
H  5.06  3.54  -2.99
I  0.93  -2.58  -0.13
C  1.82  0.63  -3.16
H  5.86  -3.55  0.76
H  -6.09  0.04  -2.36
C  2.38  3.17  3.39
C  1.06  -1.49  -4.79
H  6.47  -1.28  1.59
H  5.46  1.47  -1.58
H  4.69  3.32  2.54
C  3.65  2.74  4.08
H  -3.51  2.44  -3.64
H  -2.62  4.17  -2.52
C  0.39  0.85  5.53
O  -0.05  2.32  0.82
H  -0.90  4.48  -2.32
H  4.76  0.48  1.69
C  0.73  -0.09  4.60
C  3.81  -3.01  0.43
H  2.32  5.01  4.46
C  -1.15  -1.28  -3.77
H  -1.67  3.20  -1.37
H  -3.13  0.83  2.39
H  3.17  2.49  0.06
O  0.35  -1.13  2.52
H  2.80  3.95  -0.86
H  1.89  -1.03  -5.32
H  -2.16  4.04  -4.98
H  3.06  0.75  2.85
C  2.37  1.09  2.08
N  2.24  0.34  1.04
H  -0.97  4.90  0.53
C  -3.85  1.08  -0.03